Record 1
Here is a 2-piece molecular cluster, C2H8N2O overall in a non-equilibrium geometry from the Open Molecules 2025 dataset. Energies are from wB97M-V/def2-TZVPD.

The geometry in ORCA input format:
```
! wB97M-V def2-TZVPD RIJCOSX def2/J DEFGRID3
* xyz 0 1
N -3.3107 -1.2523 -0.3683
C -1.9854 -1.0719 0.0014
C -1.0402 -0.7062 -0.8657
N 0.4025 -0.7014 -0.6706
H -3.7704 -0.7927 -1.1316
H -3.9776 -1.5280 0.3210
H -1.8477 -1.0864 1.0540
H -1.3223 -0.7702 -1.9136
H 0.5066 -0.3544 0.2792
H 0.7232 -1.6585 -0.7523
O 5.4298 3.5709 1.1822
H 5.5638 3.1620 2.0443
H 4.6284 3.1891 0.8199
*
```

Calculated values
Orbital gap ... 8.755 eV
HOMO level ... -7.80 eV
LUMO energy ... 0.95 eV
F_max ... 0.035 Eh/bohr
Electronic energy ... -7230.2167 eV
SMILES ... N/C=C/N.O


Record 2
Here is one molecule with the formula C2H5N3OS in a non-equilibrium geometry from the Open Molecules 2025 dataset. Energies are from wB97M-V/def2-TZVPD.

The geometry in ORCA input format:
```
! wB97M-V def2-TZVPD RIJCOSX def2/J DEFGRID3
* xyz 0 1
N -1.7527 -1.4226 -0.0794
N -0.5958 -0.6155 -0.2573
C -0.6318 0.6755 0.1390
O -1.5208 1.1848 0.8396
C 0.6326 1.3843 -0.2802
N 1.8114 0.8967 -0.1658
S 2.2233 -0.6634 0.4368
H -1.6688 -1.7430 0.8768
H -2.5189 -0.7475 -0.0415
H -0.0424 -0.9234 -1.0343
H 0.5206 2.4263 -0.6317
H 3.5432 -0.4521 0.1980
*
```

Calculated values
Orbital gap ... 9.949 eV
HOMO level ... -9.57 eV
LUMO energy ... 0.38 eV
F_max ... 0.042 Eh/bohr
Electronic energy ... -19506.4405 eV
SMILES ... NNC(=O)/C=N\S


Record 3
Here is one molecule with the formula C7H15NO3 in a non-equilibrium geometry from the Open Molecules 2025 dataset. Energies are from wB97M-V/def2-TZVPD.

The geometry in ORCA input format:
```
! wB97M-V def2-TZVPD RIJCOSX def2/J DEFGRID3
* xyz 0 1
C -0.9165 -1.4639 -1.2591
C 0.4497 -0.9819 -0.8682
C 1.0474 0.2447 -1.4640
N 0.3100 1.4729 -1.2218
C 0.3931 1.9428 0.2086
C -0.7392 1.3714 1.0255
O -1.8869 1.4378 0.1817
C -0.5527 -0.1175 1.4168
O -0.2212 -0.1390 2.8046
C 0.5555 -0.9356 0.6608
O 0.5120 -2.2500 1.2494
H -1.1455 -1.5146 -2.3396
H -1.0415 -2.4890 -0.8054
H -1.7291 -0.8645 -0.8552
H 1.2048 -1.7919 -1.0991
H 1.1085 0.1147 -2.5889
H 2.1275 0.2986 -1.2561
H 0.6206 2.2453 -1.7621
H 0.2920 3.0033 0.2313
H 1.3448 1.7674 0.7815
H -0.9854 1.9657 1.8838
H -1.5699 1.4878 -0.7518
H -1.6048 -0.4916 1.1094
H -0.3591 -1.1175 3.0421
H 1.5698 -0.4846 0.8930
H 1.2162 -2.7109 0.7830
*
```

Calculated values
Orbital gap ... 10.364 eV
HOMO level ... -9.70 eV
LUMO energy ... 0.67 eV
F_max ... 0.060 Eh/bohr
Electronic energy ... -15133.7578 eV
SMILES ... C[C@H]1CNC[C@@H](O)[C@H](O)[C@H]1O


Record 4
Here is CH5O3P2S as an isolated structure in a non-equilibrium geometry from the Open Molecules 2025 dataset. Energies are from wB97M-V/def2-TZVPD.

The geometry in ORCA input format:
```
! wB97M-V def2-TZVPD RIJCOSX def2/J DEFGRID3
* xyz -1 1
C 0.0179 -0.2994 0.5396
O -2.3053 1.4945 0.4984
O -2.8874 -0.2523 2.1290
O -1.1858 1.4543 2.6500
P -0.6897 -0.3862 -1.1306
P 0.9031 1.2765 1.1563
S -1.8977 0.7461 1.6374
H 0.5388 -1.2777 0.8929
H -0.0635 -1.5985 -1.3569
H -1.8956 -0.9142 -0.7002
H 1.7276 1.4661 0.0063
H -0.1482 2.2637 0.9216
*
```

Calculated values
Orbital gap ... 8.258 eV
HOMO level ... -4.36 eV
LUMO energy ... 3.90 eV
F_max ... 0.090 Eh/bohr
Electronic energy ... -36672.0863 eV


Look up the F_max of the third one.
0.060 Eh/bohr